Here is the ion C5H10N3O3S with charge -1 at a distorted geometry from OMol25. Energies are from the ωB97M-V functional and the def2-TZVPD basis.

The geometry in XYZ format:
```
22
Properties=species:S:1:pos:R:3
S -1.22978 -2.12693 1.83363
O -2.62588 -1.69239 1.88331
O -0.51416 -1.88945 3.07580
O -1.00779 -3.44157 1.24667
N -0.56871 1.09200 -0.42617
N 0.80953 0.77932 -0.32042
N 0.98028 -0.57253 0.25736
C 1.42956 -1.46086 -0.79565
C -1.33494 0.08168 0.11480
C -0.68238 -0.91171 0.68328
C 1.41397 1.71142 0.62614
C -0.90746 1.79336 -1.66182
H -1.78112 2.52243 -1.55372
H -2.44834 0.09253 -0.01380
H 0.14182 2.35156 -1.68231
H 2.42788 -1.41201 -0.92363
H 2.52950 1.79641 0.21750
H 0.68345 2.58524 0.66842
H -1.04777 1.12234 -2.52247
H 1.13210 -1.25922 -1.83855
H 1.19626 -2.44657 -0.52563
H 1.40400 1.28495 1.65726
```

The calculation puts the molar mass at 192.22 g mol⁻¹. As for the largest force on an atom: 0.0843 Eh/bohr. The calculation puts the total energy at -26792.18143 eV. As for the HOMO-LUMO gap: 0.284 hartree. Its charge is -1. The energy above the lowest of the compared OMol25 structures with the same formula, charge and spin is 104.9 kJ/mol.